Entry 1:
{
  "formula": "C41H101Cl2O27P3",
  "method": "ωB97M-V/def2-TZVPD",
  "molar_mass_g_mol": 1190.06,
  "lumo_energy_ev": 0.29,
  "smiles": "COP(=O)(OC)OC.COP(=O)(OC)OC.COP(=O)(OC)OC.COCCOCCOC.COCCOCCOC.COCCOCCOC.COCCOCCOC.COCCOCCOC.ClCCCl",
  "elements": ["Cl", "Cl", "P", "P", "P", "O", "O", "O", "O", "O", "O", "O", "O", "O", "O", "O", "O", "O", "O", "O", "O", "O", "O", "O", "O", "O", "O", "O", "O", "O", "O", "O", "C", "C", "C", "C", "C", "C", "C", "C", "C", "C", "C", "C", "C", "C", "C", "C", "C", "C", "C", "C", "C", "C", "C", "C", "C", "C", "C", "C", "C", "C", "C", "C", "C", "C", "C", "C", "C", "C", "C", "C", "C", "H", "H", "H", "H", "H", "H", "H", "H", "H", "H", "H", "H", "H", "H", "H", "H", "H", "H", "H", "H", "H", "H", "H", "H", "H", "H", "H", "H", "H", "H", "H", "H", "H", "H", "H", "H", "H", "H", "H", "H", "H", "H", "H", "H", "H", "H", "H", "H", "H", "H", "H", "H", "H", "H", "H", "H", "H", "H", "H", "H", "H", "H", "H", "H", "H", "H", "H", "H", "H", "H", "H", "H", "H", "H", "H", "H", "H", "H", "H", "H", "H", "H", "H", "H", "H", "H", "H", "H", "H", "H", "H", "H", "H", "H", "H", "H", "H", "H", "H", "H", "H"],
  "positions_angstrom": [[3.629, -5.937, 5.869], [5.225, -3.234, 4.837], [-5.338, -2.407, -6.219], [-1.069, 3.101, 8.115], [0.415, -1.074, 0.769], [5.000, -8.160, -0.625], [-6.288, 2.224, -4.653], [-6.730, -1.704, -6.704], [-6.684, -0.587, 2.557], [-9.050, 1.138, -4.691], [-3.940, 4.525, 1.412], [7.610, 4.403, 5.774], [-0.622, -1.939, 1.681], [0.457, 0.343, 1.195], [-5.493, -3.986, -6.658], [1.857, -1.817, 1.021], [-4.121, -1.854, -7.118], [-5.312, 2.214, 2.622], [-1.274, 4.007, 6.719], [4.934, 3.327, 5.651], [4.197, 6.845, -5.374], [-11.220, -0.878, -5.082], [-5.088, -2.287, -4.737], [-0.960, 1.628, 7.529], [-0.066, -1.517, -0.714], [10.500, 2.387, 5.655], [3.414, -11.215, -1.394], [-0.075, 3.645, 9.063], [6.947, 9.573, -5.587], [4.612, -12.365, -4.193], [-2.619, 3.031, 8.714], [3.929, 5.036, -3.139], [3.483, -12.726, -3.371], [-7.228, -1.762, -8.010], [-4.850, 4.644, 2.577], [8.522, 3.521, 6.418], [-2.829, 2.424, 10.033], [-4.927, 0.998, 3.249], [4.665, -10.464, -1.532], [4.772, 5.454, -5.356], [4.804, -3.560, 6.506], [6.579, 4.943, 6.597], [-2.560, 4.149, 1.664], [5.776, -13.117, -4.050], [4.243, -7.363, 0.150], [-9.754, 0.604, -3.580], [6.659, 10.760, -6.211], [4.329, -8.959, -1.658], [-0.779, 5.354, 6.716], [-7.061, -1.696, 1.714], [5.071, 7.848, -6.037], [-5.922, 2.883, -3.424], [-7.383, 2.838, -5.360], [9.222, 2.747, 5.270], [-10.240, -0.827, -3.961], [5.118, 4.685, 6.130], [-8.681, 2.524, -4.579], [-11.808, -2.145, -5.377], [-5.264, -0.305, 2.526], [3.853, 4.665, -4.459], [10.611, 1.084, 6.132], [5.796, 8.809, -5.075], [3.466, -12.534, -1.887], [3.488, -4.354, 6.617], [5.209, 3.056, 4.182], [2.971, 4.524, -2.298], [-1.361, -1.089, -1.196], [-5.022, 3.429, 3.374], [-4.379, -4.642, -7.225], [3.030, -1.416, 0.433], [-0.084, 1.502, 6.462], [-3.364, -0.814, -6.788], [-0.877, -3.338, 1.596], [3.033, -0.363, 0.151], [-3.916, -0.234, -6.048], [2.828, 4.784, -4.809], [3.266, -8.736, -1.749], [-12.270, -2.421, -4.429], [-1.356, -0.478, -2.098], [-3.856, 1.024, 3.450], [-2.580, 3.248, 2.278], [4.533, 8.488, -6.736], [-3.988, -5.285, -6.436], [6.244, 3.175, 3.859], [4.859, -2.543, 6.894], [-9.166, 0.605, -2.663], [3.290, -4.478, 7.682], [2.661, -3.807, 6.164], [-2.366, -1.164, -6.524], [4.242, -13.084, -1.356], [6.532, -12.957, -4.819], [-6.621, -1.160, -8.686], [-4.863, -1.192, 3.017], [9.155, 4.070, 7.115], [-10.756, -1.390, -3.184], [-10.582, 1.309, -3.498], [6.901, 5.963, 6.805], [-3.329, -0.124, -7.631], [-8.657, 2.835, -3.535], [-8.145, -1.805, 1.672], [5.587, -14.191, -4.064], [5.941, 10.576, -7.010], [-1.659, 5.971, 6.898], [5.822, 7.288, -6.594], [-6.727, -1.724, 0.677], [3.208, 3.462, -2.231], [-7.190, -2.809, -8.311], [-1.081, -3.693, 2.606], [2.565, -13.028, -1.522], [-4.360, 5.465, 3.102], [4.408, 4.853, 6.941], [4.814, -6.565, 0.625], [4.592, 3.678, 3.533], [-6.004, 3.554, 3.832], [-12.479, -1.942, -6.212], [-0.137, 5.487, 7.587], [4.149, 3.631, -4.638], [6.242, 8.131, -4.347], [-5.849, 5.007, 2.338], [-4.154, 3.278, 4.016], [-2.052, -0.811, -0.400], [2.605, -12.227, -3.782], [3.206, -13.749, -3.625], [6.587, 4.573, 7.623], [-9.486, -1.492, -4.382], [-7.386, 2.514, -6.401], [10.140, 0.269, 5.583], [-1.510, -2.097, -1.582], [-5.412, 0.879, 4.218], [-8.187, -1.250, -7.921], [7.569, 11.067, -6.726], [5.072, 1.980, 4.082], [-0.317, 5.646, 5.773], [5.457, -10.643, -0.805], [0.689, 2.245, 6.265], [-1.957, 2.000, 10.531], [4.583, -8.576, -2.647], [3.398, -6.939, -0.392], [-6.550, -2.508, 2.230], [6.226, -12.960, -3.070], [1.941, 4.608, -2.646], [7.910, 2.793, 6.950], [10.402, 1.016, 7.199], [-1.943, 4.951, 2.068], [-7.137, 3.893, -5.472], [-10.959, -2.813, -5.522], [5.016, -10.666, -2.544], [3.208, -1.981, -0.482], [-5.881, 3.971, -3.480], [-4.894, 2.719, -3.100], [-3.364, 3.060, 10.739], [-4.842, -0.332, 1.521], [4.853, 5.388, 5.340], [-9.504, 3.073, -5.038], [5.606, -4.123, 6.983], [3.075, 4.913, -1.285], [5.761, 5.501, -4.901], [6.396, 11.511, -5.467], [-1.727, -3.337, 0.913], [3.797, -1.463, 1.206], [4.923, 5.059, -6.361], [5.264, 9.525, -4.448], [3.790, -7.971, 0.934], [0.017, -3.677, 1.073], [0.559, 0.633, 6.606], [-6.585, 2.676, -2.584], [-3.419, 1.510, 9.980], [8.533, 1.959, 4.967], [-3.554, -4.082, -7.666], [-2.167, 3.843, 0.695], [9.268, 3.428, 4.420], [-4.941, -5.145, -8.012], [-0.610, 1.251, 5.540], [11.672, 0.876, 5.991]]
}

Entry 2:
{
  "formula": "C41H103AsF6N5O19",
  "method": "ωB97M-V/def2-TZVPD",
  "molar_mass_g_mol": 1159.20,
  "lumo_energy_ev": 2.12,
  "total_charge": -1,
  "elements": ["As", "F", "F", "F", "F", "F", "F", "O", "O", "O", "O", "O", "O", "O", "O", "O", "O", "O", "O", "O", "O", "O", "O", "O", "O", "O", "N", "N", "N", "N", "N", "C", "C", "C", "C", "C", "C", "C", "C", "C", "C", "C", "C", "C", "C", "C", "C", "C", "C", "C", "C", "C", "C", "C", "C", "C", "C", "C", "C", "C", "C", "C", "C", "C", "C", "C", "C", "C", "C", "C", "C", "C", "H", "H", "H", "H", "H", "H", "H", "H", "H", "H", "H", "H", "H", "H", "H", "H", "H", "H", "H", "H", "H", "H", "H", "H", "H", "H", "H", "H", "H", "H", "H", "H", "H", "H", "H", "H", "H", "H", "H", "H", "H", "H", "H", "H", "H", "H", "H", "H", "H", "H", "H", "H", "H", "H", "H", "H", "H", "H", "H", "H", "H", "H", "H", "H", "H", "H", "H", "H", "H", "H", "H", "H", "H", "H", "H", "H", "H", "H", "H", "H", "H", "H", "H", "H", "H", "H", "H", "H", "H", "H", "H", "H", "H", "H", "H", "H", "H", "H", "H", "H", "H", "H", "H"],
  "positions_angstrom": [[0.054, -0.159, 0.338], [-0.395, 1.504, 0.687], [0.055, -0.592, 2.051], [0.485, -1.847, 0.101], [0.155, 0.292, -1.324], [1.745, 0.241, 0.558], [-1.619, -0.686, 0.176], [3.789, 2.699, 3.745], [-1.544, 5.934, 1.988], [-3.096, -3.023, -3.196], [5.850, -2.435, -2.338], [-2.590, -6.854, -1.282], [-5.634, -1.040, 0.598], [-4.709, -4.418, -3.770], [-0.797, -4.606, 3.771], [5.443, -0.717, -0.938], [0.730, 5.135, -2.697], [-3.653, 3.435, -1.433], [3.316, 1.692, -4.153], [1.440, -3.094, -4.281], [-4.776, 9.130, -4.719], [4.795, -2.047, 3.109], [6.999, -0.511, -2.409], [1.805, -7.244, 6.988], [-4.917, -3.111, -1.955], [-0.975, 1.122, 6.046], [0.406, -5.396, -2.737], [-1.603, -5.901, 6.583], [1.628, 4.167, 2.387], [-3.860, 6.412, -2.432], [3.182, 3.660, -2.133], [4.619, -1.516, -0.119], [-4.349, -0.439, 0.524], [-0.049, -3.573, 3.161], [1.132, -1.848, -3.709], [-2.700, -2.060, -2.230], [9.001, -0.041, -3.658], [0.521, -6.848, 7.419], [-0.493, -5.775, -1.658], [-1.495, -6.803, -2.173], [-0.345, -6.566, 6.218], [-1.742, -4.195, 4.737], [2.249, -3.908, -3.431], [-0.571, 4.841, -3.178], [-4.160, 9.790, -5.789], [7.853, -1.010, -3.429], [-2.863, 2.443, -0.840], [5.073, 2.241, 4.075], [2.011, 2.775, 2.117], [3.428, 1.356, -2.774], [-6.175, -3.681, -1.593], [-3.923, 8.234, -4.050], [2.668, 2.309, -1.887], [-1.992, 7.278, 1.882], [6.077, -1.328, -1.919], [1.469, -4.521, -2.278], [3.838, 0.685, -4.962], [-3.651, 4.651, -0.725], [0.202, 4.359, 2.107], [1.031, 4.742, -1.367], [2.570, 4.655, -1.280], [-0.750, 0.975, 4.632], [3.476, -1.536, 3.256], [-2.341, -5.438, 5.401], [-7.317, -2.810, -2.098], [-3.619, -7.722, -1.655], [-0.156, 5.840, 2.251], [-4.700, 7.442, -3.016], [2.607, -7.821, 7.982], [-4.283, -3.596, -3.016], [-4.568, 5.643, -1.409], [3.482, 2.554, 2.368], [-2.540, -3.627, 4.246], [-2.480, -6.171, 4.607], [2.742, 4.384, -0.231], [-3.242, 2.185, 0.156], [-1.055, 1.893, 4.132], [-3.352, -5.192, 5.737], [-1.996, 7.717, 2.883], [2.234, -5.076, -1.724], [5.202, 1.183, 3.827], [-6.261, -3.823, -0.518], [-1.079, -4.942, -1.248], [3.695, 1.526, 2.040], [0.685, -5.966, 8.057], [0.557, 3.766, -1.200], [-3.092, 8.723, -3.528], [1.621, 2.231, -2.204], [-0.573, 4.961, -4.259], [3.509, -8.192, 7.500], [4.217, -0.930, 0.699], [0.340, -2.932, 3.962], [-4.195, -8.004, -0.774], [0.283, 0.707, 4.414], [-1.263, -3.530, 5.465], [8.286, -1.955, -3.093], [2.877, -1.760, 2.365], [-5.032, 8.117, -2.208], [-3.219, -8.618, -2.144], [3.093, -3.293, -3.103], [-4.036, -0.211, -0.499], [5.305, 2.407, 5.126], [-1.040, -7.793, -2.255], [0.657, -1.211, -4.452], [2.936, 5.669, -1.438], [-1.306, 5.506, -2.724], [-5.393, 5.144, -1.925], [-8.193, -3.446, -2.265], [-0.770, 3.786, -2.965], [1.439, 2.067, 2.730], [-3.807, 9.086, -6.557], [-2.392, -2.469, -1.262], [5.235, -2.314, 0.313], [7.253, -1.173, -4.326], [0.581, 5.430, -0.644], [3.057, 0.335, -2.631], [-3.537, 7.511, -4.777], [-3.351, 10.429, -5.427], [2.865, 3.896, -3.072], [2.584, -4.726, -4.070], [-7.133, -2.354, -3.071], [-1.318, 7.808, 1.200], [3.865, 1.045, -5.992], [-0.584, -7.468, 5.649], [5.794, 2.853, 3.513], [-1.374, -5.073, 7.122], [4.488, 1.352, -2.491], [-1.896, -1.469, -2.654], [-4.327, 0.499, 1.092], [-5.631, 7.036, -3.417], [2.782, 2.001, -0.850], [0.458, 6.392, 1.534], [2.064, -8.596, 8.533], [-6.212, -0.459, 0.094], [0.512, -1.887, -2.808], [0.063, -7.625, 8.048], [2.054, -1.342, -3.393], [3.319, -0.279, -4.966], [4.887, 0.461, -4.715], [0.767, -3.986, 2.574], [0.069, -6.218, -0.832], [4.785, -2.885, 2.646], [-3.542, -1.471, -1.865], [9.567, -0.375, -4.529], [-1.851, -6.428, -3.141], [-3.049, 6.840, -1.996], [-6.168, -4.667, -2.053], [8.637, 0.945, -3.956], [0.069, 6.150, 3.277], [-3.587, -1.090, 0.949], [3.494, -0.458, 3.391], [1.743, 2.536, 1.093], [-2.632, 5.065, -0.731], [-4.902, 10.353, -6.356], [9.624, 0.068, -2.774], [-1.794, 2.663, -0.783], [-1.410, 0.205, 4.225], [4.201, 3.144, 1.789], [-0.673, -2.927, 2.540], [-0.177, -4.896, -3.405], [1.056, -3.732, -1.636], [-7.662, -2.024, -1.426], [2.918, -7.046, 8.699], [-0.105, 4.012, 1.122], [3.030, -2.116, 4.071], [-1.330, 0.275, 6.325], [0.230, -5.981, 5.492], [-2.909, 1.520, -1.423], [-2.984, 7.286, 1.432], [-3.858, 4.508, 0.340], [-5.073, 6.307, -0.690], [-0.375, 3.736, 2.804], [3.815, -2.089, -0.589], [1.762, 4.309, 3.384], [-4.320, -7.255, -2.353]]
}